(1)
Density functional theory data (ωB97M-V with the def2-TZVPD basis set) for a single C5H7NO molecule.

As for the HOMO energy: -8.8 eV. The value obtained for the LUMO energy is 0.87 eV. Its charge is 0. The value obtained for the energy relative to the best compared isomer or geometry (same formula, charge and spin) is 184.6 kJ/mol. Its SMILES is C=NCCC=C=O.

CARTESIAN COORDINATES (ANGSTROEM)
H 2.344 -1.803 0.480
C 1.604 -1.060 0.781
H -1.252 -0.677 1.700
C 0.717 1.043 -1.368
H -2.007 -0.591 -0.579
C -1.376 0.234 -0.232
C -0.557 -0.246 0.969
O 1.853 1.324 -1.354
H -2.051 1.029 0.113
H -1.025 0.828 -2.380
C -0.558 0.730 -1.405
N 0.377 -1.284 0.575
H 1.983 -0.137 1.244
H -0.052 0.608 1.455

***

(2)
Density functional theory data (ωB97M-V with the def2-TZVPD basis set) for an isolated ion of composition C6H10N5S and charge +1 at a distorted geometry.

As for the HOMO energy: -11.7 eV. The value obtained for the LUMO energy is -4.28 eV. Its charge is +1. The value obtained for the energy relative to the best compared isomer or geometry (same formula, charge and spin) is 109.8 kJ/mol. Its SMILES is CN1N=C[C@H]2C(=S)NC(=[NH2+])N[C@H]21.

CARTESIAN COORDINATES (ANGSTROEM)
H 1.853 -1.665 0.227
N 0.165 1.132 0.209
C -0.146 -2.181 -0.069
C -1.251 -0.371 2.544
N -0.677 -0.650 1.297
H -1.994 -1.109 2.901
C 0.532 -0.142 0.790
C 0.109 1.392 -1.108
H -0.087 -3.020 -0.745
H 1.379 0.038 1.552
C 1.048 -0.712 -1.778
H 0.315 1.895 0.852
H 0.274 0.709 -3.137
C 0.959 -1.182 -0.167
H -0.606 3.246 -0.818
H -0.294 -0.544 3.032
H -0.426 2.979 -2.473
H -1.663 0.683 2.649
N -1.056 -1.791 0.723
S 1.529 -1.793 -2.861
N 0.444 0.523 -2.071
N -0.406 2.563 -1.550

***

(3)
Density functional theory data (ωB97M-V with the def2-TZVPD basis set) for a 3-piece molecular cluster, C3H10NO4 overall at a distorted geometry.

As for the HOMO energy: -4.3 eV. The value obtained for the LUMO energy is 3.64 eV. Its charge is -1. The value obtained for the energy relative to the best compared isomer or geometry (same formula, charge and spin) is 131.6 kJ/mol.

CARTESIAN COORDINATES (ANGSTROEM)
O 2.013 0.198 -0.205
N -0.802 -1.726 0.288
C 0.058 -1.092 -0.705
O 1.611 2.796 0.225
H -0.396 -2.640 0.479
H 0.784 2.449 -0.129
C -0.880 -0.927 1.524
H -2.030 1.230 -1.086
H -0.265 -1.375 2.307
H 2.174 2.004 0.163
H -0.260 -0.065 -0.911
H -0.472 0.075 1.396
H -1.931 -0.860 1.793
O 2.182 -2.064 -0.178
H -1.250 2.482 -1.549
O -2.150 2.122 -1.439
H 0.020 -1.632 -1.654
C 1.592 -0.974 -0.321

***

(4)
Density functional theory data (ωB97M-V with the def2-TZVPD basis set) for C6H10N as an isolated structure at a distorted geometry.

As for the HOMO energy (alpha / beta): -9.9 / -14.6 eV. The value obtained for the LUMO energy (alpha / beta) is -3.49 / -6.07 eV. Its charge is +1. The value obtained for the energy relative to the best compared isomer or geometry (same formula, charge and spin) is 315.0 kJ/mol. The multiplicity is 3.

CARTESIAN COORDINATES (ANGSTROEM)
N 1.046 -1.162 -0.143
H 1.770 -1.501 0.602
H -0.333 1.963 -0.817
C -0.169 1.219 -0.166
H 1.308 0.942 1.471
H 1.790 0.227 -1.684
C -2.371 0.207 -0.221
C -1.066 0.106 -0.002
H -2.797 1.119 -0.263
C 1.268 1.230 0.456
H -1.001 -1.834 -0.198
H -3.053 -0.590 0.140
C 1.431 0.207 -0.607
H -0.389 -1.385 1.451
H 1.632 2.248 0.541
C -0.375 -1.168 0.350
H 1.309 -1.829 -0.910

***

(5)
Density functional theory data (ωB97M-V with the def2-TZVPD basis set) for C27H18BrClF5N5O5Re as an isolated structure at a distorted geometry.

As for the HOMO energy (alpha / beta): -13.4 / -13.5 eV. The value obtained for the LUMO energy (alpha / beta) is -6.58 / -8.92 eV. Its charge is +2. The multiplicity is 2.

CARTESIAN COORDINATES (ANGSTROEM)
N 2.972 -1.084 -0.661
C 9.007 -4.966 -0.417
C 3.134 -2.325 -0.074
C 5.588 -2.498 -0.454
H 5.657 -1.453 -0.726
H -6.753 4.365 2.428
H 9.629 -5.854 -0.432
Re -2.974 1.613 0.325
N -4.411 3.233 0.314
C -2.835 -1.181 1.501
C 0.598 2.554 -1.956
Br -4.705 6.976 -1.318
O 7.686 -5.423 -0.091
H 7.671 -2.793 -0.720
C -5.882 5.524 0.845
C -2.236 -2.386 1.857
C -4.060 0.581 -1.197
H -2.800 -3.095 2.444
C 1.687 -0.709 -0.466
C -0.365 0.511 -0.434
H 3.689 -0.548 -1.121
C 1.100 -1.772 0.260
C 5.424 -5.192 0.301
C -6.050 4.380 1.608
F -4.730 0.653 -3.494
H -0.440 -3.566 1.745
H -6.448 6.421 1.054
C 6.727 -3.247 -0.454
F -5.212 0.094 -0.626
H 0.923 3.382 -2.568
C 4.301 -4.430 0.325
H 5.418 -6.236 0.584
C -4.257 4.330 -0.439
H 9.365 -4.276 0.347
H -3.556 4.282 -1.258
C -5.308 3.254 1.314
H 2.470 1.519 -2.011
C -0.945 -0.522 0.362
O -0.754 1.609 2.330
N 1.994 -2.741 0.476
F -5.528 2.165 -2.171
F -3.430 2.230 -2.761
H -5.445 2.348 1.887
N -1.184 1.551 -0.726
C 4.346 -3.067 -0.073
C 1.449 1.514 -1.652
O -3.075 1.814 2.630
C -0.264 -1.692 0.704
O -1.577 3.255 3.790
H -3.845 -0.947 1.811
C -0.939 -2.648 1.466
C 0.969 0.455 -0.872
N -2.207 -0.269 0.767
C -4.470 1.401 -2.443
C -0.704 2.547 -1.471
C 6.664 -4.618 -0.093
H 3.351 -4.845 0.632
H 9.037 -4.483 -1.393
Cl -1.793 2.550 2.609
F -3.382 -0.516 -1.688
O -1.928 3.431 1.448
H -1.382 3.357 -1.698
C -4.978 5.486 -0.206

***

(6)
Density functional theory data (ωB97M-V with the def2-TZVPD basis set) for a single C2H2P2S molecule at a distorted geometry.

As for the HOMO energy: -9.0 eV. The value obtained for the LUMO energy is -0.10 eV. Its charge is 0. The value obtained for the energy relative to the best compared isomer or geometry (same formula, charge and spin) is 51.6 kJ/mol.

CARTESIAN COORDINATES (ANGSTROEM)
P -0.861 -0.172 -0.088
P 2.054 -0.966 -0.028
C 0.459 -1.357 -0.190
C 0.123 1.199 -0.056
S 1.832 1.084 -0.012
H -0.461 2.358 0.203
H 0.256 -2.314 0.053

***

(7)
Density functional theory data (ωB97M-V with the def2-TZVPD basis set) for C28H32As2N2O2PPd as an isolated structure.

As for the HOMO energy (alpha / beta): -9.9 / -11.2 eV. The value obtained for the LUMO energy (alpha / beta) is -2.03 / -4.64 eV. Its charge is +1. The value obtained for the energy relative to the best compared isomer or geometry (same formula, charge and spin) is 117.8 kJ/mol. The multiplicity is 3.

CARTESIAN COORDINATES (ANGSTROEM)
C 0.017 1.203 3.592
H 1.182 0.545 5.283
H 0.822 -3.500 -2.529
H -2.294 -4.050 0.710
C -0.059 1.508 -5.559
C 0.350 0.149 -3.162
C -1.321 2.808 5.434
C 0.227 1.541 -3.172
As -1.571 2.011 1.322
C 0.137 0.132 -5.571
C 2.915 -3.900 -2.297
H -0.531 -1.892 2.964
C -1.133 -2.594 -0.345
C 1.867 -1.825 -1.671
H 2.845 -4.898 -2.708
C 2.794 0.244 2.788
N 1.496 3.787 0.970
H 3.348 -0.560 2.305
H -2.766 3.777 0.019
H -0.232 2.039 -6.486
C -1.011 -1.814 -1.498
H 1.085 -2.451 2.470
H 3.158 1.206 2.437
N 0.377 2.279 -1.939
O 0.324 4.078 1.001
H -3.694 0.888 2.094
H 0.123 -0.414 -6.504
H -3.438 0.610 0.349
C -3.201 -3.503 -1.160
H -3.863 -2.763 -3.059
H -0.367 -2.546 0.421
Pd 0.289 1.020 0.079
C 0.342 -0.537 -4.377
C -2.215 -3.441 -0.181
H 5.024 -4.032 -1.933
C -2.002 -1.879 -2.470
C -0.286 1.984 5.855
C -3.095 -2.721 -2.298
H -0.101 3.290 -4.367
H -3.558 3.509 1.585
C 0.376 1.182 4.937
C 4.140 -3.413 -1.859
H -1.940 -1.265 -3.359
C 3.096 -1.348 -1.218
O 1.793 2.593 0.663
C 0.538 -1.696 3.033
H 3.165 -0.354 -0.787
H -1.838 3.438 6.146
H 0.483 -1.611 -4.383
H 0.845 -1.727 4.077
C 1.779 -3.109 -2.203
As 0.932 0.059 2.311
H -2.506 -0.320 1.534
C -1.693 2.825 4.099
H 2.913 0.166 3.867
C -1.025 2.025 3.176
P 0.438 -0.720 -1.570
H 5.186 -1.763 -0.971
C 4.232 -2.138 -1.318
C -0.001 2.212 -4.367
H -2.044 4.464 1.484
C -2.598 3.623 1.083
H -4.051 -4.161 -1.032
H 1.357 2.491 -1.771
H -2.502 3.472 3.785
H 0.009 1.969 6.896
H -0.108 3.169 -1.967
C -2.959 0.649 1.326

***

(8)
Density functional theory data (ωB97M-V with the def2-TZVPD basis set) for C12H26ClINP2SYb as an isolated structure at a distorted geometry.

As for the HOMO energy (alpha / beta): -14.2 / -14.2 eV. The value obtained for the LUMO energy (alpha / beta) is -6.43 / -9.42 eV. Its charge is +2. The value obtained for the energy relative to the best compared isomer or geometry (same formula, charge and spin) is 75.9 kJ/mol. The multiplicity is 2.

CARTESIAN COORDINATES (ANGSTROEM)
H 1.575 -4.429 -1.151
H 0.032 -4.847 0.868
H 1.872 4.104 -0.873
C 1.337 0.068 5.223
C -0.143 -3.797 1.138
H 0.616 3.591 1.928
C -0.326 0.090 3.489
C -1.027 -3.725 -1.447
H -2.850 0.055 0.928
H -0.360 4.834 -1.474
H -1.890 3.930 -1.213
H 2.060 0.581 5.859
C -0.155 3.824 1.184
H -2.334 -1.246 1.886
C 1.778 3.033 -0.685
H -2.048 -3.735 -1.048
C 1.676 -3.356 -0.939
H 0.887 1.790 3.993
C -1.933 -0.455 1.268
H 1.937 -2.819 -1.860
H -1.041 -3.260 -2.439
H -1.383 -0.840 0.391
H -1.371 -1.698 3.293
I 1.884 -1.015 1.824
H -0.654 -4.756 -1.524
Yb 2.502 0.441 -0.865
C 0.667 0.742 4.230
H -1.135 3.662 1.651
H -0.100 -2.996 4.794
H -0.759 3.396 -2.487
S -1.163 0.894 2.201
H 2.083 2.545 -1.636
H 2.433 2.787 0.169
H 0.553 -3.502 1.932
H 2.455 -3.191 -0.184
C 1.079 -1.290 5.429
H -1.166 -3.683 1.520
N -0.620 -1.210 3.821
C -0.828 3.839 -1.485
P 0.056 -2.717 -0.344
H -0.067 4.874 0.875
P 0.000 2.718 -0.285
C 0.121 -1.939 4.697
H 1.598 -1.846 6.212
Cl 1.119 -0.103 -2.733

***

(9)
Density functional theory data (ωB97M-V with the def2-TZVPD basis set) for C17H26BNO8Rh as an isolated structure at a distorted geometry.

As for the HOMO energy (alpha / beta): -11.0 / -12.0 eV. The value obtained for the LUMO energy (alpha / beta) is -3.68 / -5.82 eV. Its charge is +1. The value obtained for the energy relative to the best compared isomer or geometry (same formula, charge and spin) is 15.7 kJ/mol. The multiplicity is 5.

CARTESIAN COORDINATES (ANGSTROEM)
H -0.292 4.864 -1.550
H 2.792 2.493 -0.764
H -2.075 -1.263 3.068
C 1.813 -0.795 2.582
C -1.641 -4.194 -1.077
O -1.188 0.333 -3.350
H 2.430 1.637 3.455
C -3.035 -2.461 -2.024
H 1.708 3.192 -3.552
C -0.601 -2.127 -1.788
Rh 0.240 0.722 -1.848
C 3.327 0.091 -1.641
O 0.476 2.980 -1.940
O -0.829 -0.072 0.994
C -0.094 3.929 -1.027
H -3.117 -0.218 -3.214
H 3.288 0.155 -0.552
C -2.078 -0.451 -2.947
H -0.770 -1.040 4.227
C -1.459 1.312 2.841
C 2.791 2.408 -1.856
H -0.499 -2.004 2.771
H 4.335 0.291 -2.003
O 2.426 1.064 -2.212
H -1.598 -5.188 -0.656
H 1.996 4.372 -2.263
C -0.586 0.137 2.431
H 1.108 1.142 4.508
O 1.194 1.008 1.133
O 0.470 -1.404 -1.871
B 0.185 0.556 0.342
H -1.025 3.496 -0.669
O -3.915 -5.661 -0.896
C -0.518 -3.434 -1.248
H -2.498 1.079 2.614
C 1.352 1.482 3.501
H 0.583 4.091 -0.187
H 2.990 -0.885 -1.977
C -1.880 -1.658 -2.220
C 0.943 0.445 2.478
H 1.712 -1.265 3.560
N -4.095 -4.520 -1.262
C 1.766 3.327 -2.471
C -2.892 -3.682 -1.460
H 1.553 -1.531 1.820
H 0.857 2.436 3.334
H 3.791 2.625 -2.240
C -1.000 -1.121 3.164
H -4.020 -2.129 -2.324
H 2.857 -0.512 2.449
H 0.461 -3.786 -0.957
O -5.175 -3.997 -1.440
H -1.185 2.221 2.304
H -1.380 1.511 3.910

***

(10)
Density functional theory data (ωB97M-V with the def2-TZVPD basis set) for a 2-piece molecular cluster, C3H7BrN overall at a distorted geometry.

As for the HOMO energy (alpha / beta): -11.8 / -13.5 eV. The value obtained for the LUMO energy (alpha / beta) is -6.24 / -4.25 eV. Its charge is +1. The value obtained for the energy relative to the best compared isomer or geometry (same formula, charge and spin) is 482.4 kJ/mol.

CARTESIAN COORDINATES (ANGSTROEM)
H -0.540 -2.686 0.234
H -0.561 1.950 0.925
C -0.496 -0.691 -0.627
H 1.680 1.745 -1.352
N -0.188 -1.751 0.355
H 0.859 -1.891 0.433
H -0.371 -1.262 1.353
H -0.683 -1.084 -1.556
C 0.320 2.506 0.382
H 0.401 3.468 0.819
C 1.114 2.207 -0.560
Br -2.074 0.252 -0.018

***

(11)
Density functional theory data (ωB97M-V with the def2-TZVPD basis set) for ClN4O12Pt as an isolated structure at a distorted geometry.

As for the HOMO energy (alpha / beta): -2.6 / -2.6 eV. The value obtained for the LUMO energy (alpha / beta) is 4.84 / 0.67 eV. Its charge is -2. The value obtained for the energy relative to the best compared isomer or geometry (same formula, charge and spin) is 0.0 kJ/mol. The multiplicity is 4.

CARTESIAN COORDINATES (ANGSTROEM)
O 4.884 1.097 0.104
O -0.657 -3.003 -2.006
Cl 1.061 0.608 -3.230
Pt 0.223 0.659 -0.876
O -3.769 0.011 -1.475
O 4.212 -0.556 1.196
O -3.657 1.136 0.362
O -0.156 0.832 1.303
O -0.612 -3.082 0.037
N 4.066 0.268 0.316
O 2.999 0.351 -0.383
N -3.134 0.609 -0.619
N -0.855 1.311 2.299
O 0.124 -1.524 -0.810
O -0.411 2.264 2.931
O -1.933 0.890 2.638
N -0.428 -2.433 -0.968
O -1.958 0.561 -0.819

***

(12)
Density functional theory data (ωB97M-V with the def2-TZVPD basis set) for C19H55Br3N9O3P3 as an isolated structure at a distorted geometry.

As for the HOMO energy: -6.8 eV. The value obtained for the LUMO energy is -0.08 eV. Its charge is 0. The value obtained for the energy relative to the best compared isomer or geometry (same formula, charge and spin) is 2556.3 kJ/mol.

CARTESIAN COORDINATES (ANGSTROEM)
N 6.676 1.678 -10.801
N 7.620 -0.860 -10.830
C 11.521 7.247 -4.607
N 10.462 6.423 -5.221
H 9.147 8.974 -5.099
H 10.378 8.272 -8.867
H 9.676 -1.460 -10.777
C 6.284 -1.486 -10.884
H 12.458 4.687 -8.654
C 8.796 9.047 -6.128
H 8.158 6.702 -11.108
H 8.310 8.209 -10.329
P 10.657 8.677 -11.873
Br 7.849 3.186 -8.478
H 5.481 -0.762 -10.746
C 8.774 7.224 -10.376
C 9.231 4.420 -9.196
N 9.638 8.491 -13.272
H 6.600 0.629 -8.880
O 12.150 8.676 -12.132
O 8.715 5.908 -7.235
N 9.338 1.227 -10.674
C 6.309 2.968 -11.374
H 7.633 7.572 -13.281
H 9.890 2.468 -12.232
H 9.613 8.271 -15.294
C 9.988 2.441 -11.147
C 9.677 8.869 -8.284
H 7.786 8.637 -6.153
N 10.125 10.116 -11.081
C 9.556 1.025 -9.206
H 13.340 6.850 -7.480
H 11.452 10.821 -9.503
H 8.671 8.691 -8.666
C 9.803 11.339 -11.919
C 12.411 7.187 -7.939
H 9.119 11.990 -11.374
H 8.462 -2.712 -10.372
H 11.822 6.038 -11.320
H 9.285 1.910 -8.630
H 11.252 8.610 -14.655
C 6.325 1.583 -9.330
H 9.543 3.324 -10.687
P 9.940 6.651 -6.833
N 11.372 6.240 -7.671
H 9.509 5.587 -3.427
H 10.814 4.694 -4.132
H 12.392 6.599 -4.509
C 11.922 4.907 -7.731
Br 8.664 4.985 -11.022
H 9.288 5.301 -8.558
Br 10.972 3.433 -9.203
H 5.987 -2.192 -10.108
H 11.051 2.465 -10.910
H 11.299 7.607 -3.603
H 9.269 4.640 -4.936
H 11.073 4.226 -7.679
H 8.669 -2.259 -12.020
H 6.718 3.823 -10.836
H 6.779 2.420 -8.801
H 10.401 6.974 -14.434
H 6.723 3.069 -12.377
H 5.247 3.161 -11.527
H 5.243 1.595 -9.194
H 7.854 9.003 -12.340
H 12.587 4.610 -6.920
H 8.746 10.105 -6.386
H 10.589 0.725 -9.033
O 7.905 0.746 -12.940
P 7.901 0.685 -11.456
H 6.102 -2.018 -11.817
C 10.450 10.417 -9.648
H 11.633 6.164 -9.627
H 9.858 11.225 -9.217
C 8.149 8.532 -13.277
N 10.166 7.327 -10.839
H 12.508 7.167 -9.025
H 8.701 6.810 -9.370
C 11.055 6.141 -10.552
H 7.709 9.152 -14.058
C 10.325 8.059 -14.496
H 9.484 11.052 -12.921
H 9.012 0.155 -8.839
C 9.941 5.297 -4.384
H 9.845 9.943 -8.360
H 12.223 8.196 -7.572
C 8.686 -1.856 -11.007
H 10.485 5.217 -10.459
H 10.720 11.890 -12.130
H 11.875 8.070 -5.229
H 10.294 9.528 -9.038
N 9.689 8.326 -6.963

***

Please write out number 10 again, unchanged.
Density functional theory data (ωB97M-V with the def2-TZVPD basis set) for a 2-piece molecular cluster, C3H7BrN overall at a distorted geometry.

As for the HOMO energy (alpha / beta): -11.8 / -13.5 eV. The value obtained for the LUMO energy (alpha / beta) is -6.24 / -4.25 eV. Its charge is +1. The value obtained for the energy relative to the best compared isomer or geometry (same formula, charge and spin) is 482.4 kJ/mol.

CARTESIAN COORDINATES (ANGSTROEM)
H -0.540 -2.686 0.234
H -0.561 1.950 0.925
C -0.496 -0.691 -0.627
H 1.680 1.745 -1.352
N -0.188 -1.751 0.355
H 0.859 -1.891 0.433
H -0.371 -1.262 1.353
H -0.683 -1.084 -1.556
C 0.320 2.506 0.382
H 0.401 3.468 0.819
C 1.114 2.207 -0.560
Br -2.074 0.252 -0.018